No. 1
Formula: C22H17BN4O5
Source: the Open Molecules 2025 dataset
Level of theory: ωB97M-V with the def2-TZVPD basis set

Atoms and positions in Å:
N (-0.6242, 0.6104, -2.2177)
N (0.2353, -2.9733, 3.0510)
N (0.6919, -1.8644, 2.6096)
N (0.2745, 1.3260, -2.7634)
O (0.4451, -1.3990, 8.6710)
O (2.0281, -0.3707, 6.9618)
O (1.2853, 0.7730, 2.2859)
O (2.2771, 2.9511, -3.2655)
O (0.5530, 4.1960, -7.4296)
B (1.1851, -1.3669, 7.4668)
C (0.2344, -4.8998, 6.3186)
C (-0.8213, -1.3073, -0.6939)
C (0.1780, -4.7087, 4.9763)
C (-0.5081, -1.8043, 0.5326)
C (0.2348, 0.6317, 0.0410)
C (0.5582, -3.8365, 7.1214)
C (0.7016, -2.3603, 5.2662)
C (-3.0139, 1.1028, -5.6066)
C (-2.9284, 1.9127, -6.7372)
C (1.3008, 3.6141, -5.2930)
C (-0.4534, 0.0090, -1.0129)
C (0.4507, -3.3702, 4.3895)
C (0.2867, -1.2360, 1.4966)
C (0.6711, 0.0892, 1.2887)
C (1.2835, 2.8883, -4.1388)
C (0.7389, -2.5824, 6.6049)
C (-2.0872, 1.1847, -4.6180)
C (-1.8173, 2.6441, -6.8935)
C (0.1405, 2.1403, -3.8504)
C (0.3022, 3.5238, -6.2449)
C (-0.9458, 1.9819, -4.7436)
C (-0.8187, 2.6863, -5.9853)
H (0.4898, -0.5361, 9.1357)
H (2.3070, 0.3612, 7.6079)
H (1.4522, 1.7388, 2.0887)
H (2.1247, 2.3399, -2.4619)
H (1.4839, 4.5421, -7.4717)
H (0.0297, -5.7795, 6.7977)
H (-1.4136, -1.8654, -1.3495)
H (0.0215, -5.4448, 4.1596)
H (-0.8768, -2.8017, 0.6823)
H (0.5428, 1.6621, -0.1589)
H (0.4944, -3.8970, 8.1966)
H (0.7504, -1.2732, 4.9692)
H (-3.9439, 0.6004, -5.4050)
H (-3.7692, 2.1398, -7.3379)
H (2.1864, 4.1968, -5.5000)
H (-2.1704, 0.5583, -3.7567)
H (-1.7475, 3.2730, -7.7838)

Forces on the atoms, in the same order (eV/Å):
N -1.025 1.533 -3.208
N -1.078 0.426 -2.959
N 1.024 -2.173 5.188
N 0.781 -0.700 3.649
O 1.324 1.923 -0.235
O -0.085 0.641 2.172
O 0.373 1.277 -0.522
O 0.829 -0.565 1.355
O -0.396 -0.417 0.351
B -1.346 0.132 0.822
C 0.391 1.348 -0.742
C -0.295 1.633 -0.182
C 0.622 1.926 -4.346
C -0.633 -1.756 -0.912
C 1.370 1.769 0.536
C -0.638 0.779 1.094
C -0.102 2.260 -0.649
C -1.124 0.720 0.019
C -0.544 -0.359 0.859
C 0.524 0.805 -1.349
C 2.661 -0.896 2.735
C 0.025 -0.703 0.814
C -0.415 0.157 -1.142
C -1.261 0.500 -1.410
C -1.378 -0.883 1.508
C 1.808 0.692 0.797
C 0.667 -0.853 0.574
C -0.731 1.173 -2.815
C -1.190 -2.252 0.480
C 2.521 0.430 0.496
C 0.752 1.394 -1.889
C 1.124 0.571 0.857
H -0.021 -0.831 -0.063
H -0.792 -1.717 -1.410
H -0.456 -1.726 -0.130
H -0.316 0.910 -1.904
H -1.403 -0.626 0.468
H -0.496 -2.434 0.661
H -0.687 -0.860 -0.995
H -0.183 0.032 1.150
H 0.134 -0.388 0.494
H -0.078 -0.089 0.121
H 0.263 -0.416 0.193
H 0.202 -1.551 -0.270
H -0.049 -0.515 -0.047
H -0.678 -0.459 -0.813
H 0.098 0.183 -0.028
H -0.213 0.018 0.362
H 0.118 -0.063 0.266

- Frontier orbital gap: 6.5 eV
- Calculated total energy: -1468.57496 Eh
- ΔE to the lowest compared entry with this formula, charge and spin: 85.9 kJ/mol
- LUMO level: -1.07 eV
- Structure (SMILES): OB(O)c1cccc(/N=N/c2ccc(/N=N/c3c(O)cc(O)c4ccccc34)cc2O)c1

Okay, here come the Löwdin numbers, in e, for every atom: 0.065, 0.087, 0.078, 0.092, 0.123, 0.134, 0.060, 0.078, 0.054, -0.551, -0.088, -0.024, 0.008, -0.029, 0.038, -0.040, -0.017, -0.059, -0.073, 0.044, -0.262, -0.208, -0.248, -0.233, -0.282, -0.126, -0.021, -0.052, -0.159, -0.190, -0.068, -0.112, 0.106, 0.142, 0.143, 0.149, 0.135, 0.080, 0.092, 0.113, 0.110, 0.103, 0.116, 0.138, 0.107, 0.100, 0.130, 0.083, 0.130



No. 2
Formula: C22H17BrClN3O7Tm
Source: the Open Molecules 2025 dataset
Level of theory: ωB97M-V with the def2-TZVPD basis set

Atoms and positions in Å:
Tm (0.6208, 0.1592, 0.2305)
O (-1.2616, 2.2328, -3.0886)
C (-0.7303, 1.8853, -2.0454)
O (-0.0456, 0.8426, -1.8264)
C (-0.7996, 2.8203, -0.8098)
C (-1.0223, 4.1902, -0.8804)
C (-0.8167, 4.9556, 0.2563)
C (-0.3599, 4.3442, 1.4139)
C (-0.1987, 2.9652, 1.4098)
N (-0.4579, 2.2306, 0.3314)
C (0.4392, 2.1555, 2.5561)
O (0.8121, 2.7488, 3.5606)
O (0.5573, 0.9136, 2.3100)
H (-1.3231, 4.6326, -1.8176)
H (-0.9692, 6.0266, 0.2259)
H (-0.1058, 4.9060, 2.2991)
Br (-5.6718, 1.3018, -2.7671)
C (-4.2142, 0.4333, -1.9115)
C (-3.9077, 0.7591, -0.6013)
C (-2.8649, 0.1213, 0.0236)
C (-2.0782, -0.8468, -0.6425)
C (-2.4499, -1.1684, -1.9634)
C (-3.4955, -0.5272, -2.5934)
N (-1.0511, -1.3811, 0.0776)
C (-0.2409, -2.3862, -0.4889)
C (0.4935, -3.0478, 0.6601)
C (0.6332, -4.4225, 0.7957)
C (1.3907, -4.9109, 1.8466)
C (1.9684, -4.0067, 2.7219)
C (1.7731, -2.6470, 2.5046)
N (1.0570, -2.1750, 1.4981)
H (-4.4861, 1.5064, -0.0796)
H (-2.6152, 0.3536, 1.0524)
H (-1.8856, -1.8941, -2.5282)
H (-3.7387, -0.7589, -3.6206)
H (-0.7619, -3.1253, -1.1263)
H (0.1559, -5.0842, 0.0882)
H (1.5178, -5.9768, 1.9747)
H (2.5693, -4.3533, 3.5477)
H (2.2132, -1.9080, 3.1616)
Cl (5.5033, 0.6103, 1.3681)
C (4.1196, 1.6891, 1.3058)
C (2.9698, 1.0681, 0.5038)
O (2.8421, -0.1726, 0.4664)
O (2.1912, 1.8629, -0.0557)
H (4.4296, 2.6282, 0.8510)
H (3.7739, 1.8632, 2.3275)
C (1.1016, -2.3066, -2.5602)
O (0.8768, -1.7908, -1.2672)
H (2.1489, -2.1086, -2.7965)
H (0.4646, -1.8176, -3.3053)
H (0.9291, -3.3903, -2.5934)

Forces on the atoms, in the same order (eV/Å):
Tm -0.223 -0.491 -0.289
O -0.037 0.156 -0.008
C -0.352 0.808 0.076
O 0.320 -0.583 0.263
C -0.016 -0.147 -0.428
C -0.113 -0.206 -0.052
C 0.035 -0.151 -0.009
C -0.033 -0.244 0.131
C 0.070 -0.150 0.275
N 0.014 0.753 -0.105
C -0.141 0.896 0.344
O -0.093 0.056 -0.108
O 0.058 -0.445 0.015
H -0.004 -0.070 -0.103
H 0.013 0.035 0.006
H 0.010 -0.040 0.102
Br -0.073 0.073 -0.077
C -0.182 0.026 -0.057
C -0.138 0.076 -0.175
C 0.305 -0.261 -0.036
C -1.004 -0.004 -0.219
C 0.305 -0.049 0.300
C -0.185 0.117 0.014
N 0.323 -0.567 -0.116
C -0.283 -0.278 0.294
C -0.059 -0.272 -0.153
C -0.058 0.237 -0.053
C -0.068 0.171 0.022
C -0.027 -0.065 -0.078
C 0.144 -0.003 0.168
N -0.166 -0.066 -0.342
H -0.054 0.066 0.052
H -0.001 -0.001 0.003
H 0.135 -0.061 -0.054
H -0.010 -0.014 -0.026
H 0.185 0.199 0.094
H -0.032 -0.049 -0.066
H 0.048 -0.052 0.056
H 0.054 0.068 0.119
H 0.037 0.052 0.007
Cl 0.633 -0.299 0.144
C -0.540 0.091 -0.110
C 1.713 0.945 0.196
O 0.066 -0.539 0.125
O -0.090 0.422 -0.092
H -0.121 -0.090 0.051
H -0.030 0.037 -0.132
C 0.134 0.136 -0.122
O -0.432 -0.307 0.054
H -0.096 -0.051 -0.085
H 0.009 0.035 0.105
H 0.053 0.099 0.076

- Frontier orbital gap (alpha / beta): 7.1 / 7.1 eV
- Calculated total energy: -5659.26605 Eh
- 2S+1: 3
- Net charge: -1
- LUMO level (alpha / beta): 2.49 / 2.49 eV

Okay, here come the Löwdin numbers, in e, for every atom: 1.512, 0.047, -0.603, -0.110, -0.145, 0.013, -0.046, 0.007, -0.160, 0.051, -0.608, 0.038, -0.128, 0.116, 0.103, 0.114, 0.669, -0.712, -0.141, -0.047, -0.329, -0.026, -0.138, -0.073, -0.355, -0.205, -0.011, -0.071, -0.060, -0.092, 0.089, 0.097, 0.112, 0.095, 0.099, 0.148, 0.109, 0.102, 0.097, 0.124, 0.580, -0.493, -0.758, -0.103, -0.037, 0.080, 0.088, -0.078, -0.238, 0.096, 0.092, 0.090